# C2HCl2F3

A 2-piece molecular cluster, C2HCl2F3 overall (ωB97M-V/def2-TZVPD, the OMol25 dataset).

Last column: Löwdin charge in e.
Atoms and positions in Å:
1 C 0.6181 0.4528 0.1382  -0.264
2 C -0.2168 1.9543 -1.8557  -1.246
3 F 1.0340 1.1520 1.2243  0.036
4 F 1.6024 -0.2077 -0.3840  0.074
5 F -0.9810 1.0310 -2.4610  -0.060
6 Cl -1.0719 3.0902 -0.9328  0.670
7 Cl 1.2748 2.3652 -2.6395  0.643
8 H -0.3346 -0.1881 0.1973  0.149

Atomic forces in eV per Å
-2.06 0.64 -0.21
1.14 -1.69 1.55
-0.73 -0.78 -0.95
1.08 -0.53 -0.37
0.38 0.76 -0.19
-0.18 0.43 -0.39
-1.00 -0.03 0.03
1.36 1.19 0.52

Its HOMO-LUMO gap (alpha / beta) is 0.3271 / 0.3236 Eh. For the LUMO energy (alpha / beta), the calculation gives 0.37 / -0.05 eV. The molar mass is 152.93 g/mol. Its net charge is 0. The value obtained for the energy is -35283.782 eV.

# C11H19ClFNOPdSi

C11H19ClFNOPdSi as an isolated structure (ωB97M-V/def2-TZVPD, the OMol25 dataset).

Last column: Löwdin charge in e.
Atoms and positions in Å:
1 Pd -0.7543 -0.9105 -1.5495  0.720
2 C -0.7309 2.1685 -2.0339  -0.211
3 Si -0.7154 1.7781 -0.1899  0.338
4 C -2.4794 1.6726 0.3997  -0.187
5 C 0.0495 3.3001 0.5936  -0.198
6 N -0.0024 0.2202 0.1111  -0.170
7 C 1.2723 -0.1084 0.5706  -0.313
8 C 2.2040 0.8083 1.0847  -0.038
9 C 3.4524 0.4220 1.5510  -0.099
10 C 3.8361 -0.9108 1.5381  -0.107
11 C 2.9404 -1.8513 1.0471  -0.031
12 C 1.7102 -1.4385 0.5935  -0.244
13 F 0.8691 -2.3984 0.1117  0.000
14 H -0.8574 3.2422 -2.2096  0.028
15 H -1.5530 1.6637 -2.5506  0.011
16 H 0.2087 1.8713 -2.5071  0.021
17 H -3.0129 2.6051 0.1946  0.032
18 H -2.5131 1.4979 1.4786  0.033
19 H -3.0245 0.8570 -0.0814  0.018
20 H -0.6285 4.1415 0.4254  0.032
21 H 1.0158 3.5632 0.1581  0.029
22 H 0.1787 3.1919 1.6742  0.033
23 H 1.9349 1.8527 1.1134  0.069
24 H 4.1280 1.1779 1.9314  0.100
25 H 4.8066 -1.2173 1.9033  0.097
26 H 3.1780 -2.9068 1.0116  0.115
27 C -2.1446 -3.1491 1.2973  -0.153
28 O -2.2292 -1.9043 0.6147  -0.200
29 H -3.1534 -3.5241 1.4692  0.075
30 H -1.6454 -3.0484 2.2621  0.083
31 H -1.5927 -3.8794 0.6997  0.071
32 H -1.5649 -1.2984 0.9718  0.027
33 Cl -2.1544 -2.3673 -2.9039  0.600
34 C -0.5779 -1.6804 -3.2931  -0.626
35 H -0.6410 -0.9960 -4.1326  0.021
36 H 0.1905 -2.4447 -3.3552  0.024

Atomic forces in eV per Å
-0.45 -0.44 0.93
-0.03 0.09 -0.12
0.08 0.13 -0.09
-0.14 0.01 0.10
0.08 -0.02 0.28
0.45 -0.08 -0.89
-0.37 0.13 0.19
0.05 0.04 -0.01
-0.05 -0.02 -0.01
-0.03 0.02 -0.01
0.03 -0.01 0.00
0.03 -0.10 0.00
-0.02 -0.02 -0.01
-0.01 -0.03 0.04
0.04 -0.05 -0.01
0.00 0.00 0.00
0.00 -0.03 -0.01
-0.02 0.01 -0.02
0.01 -0.01 0.01
0.00 -0.02 -0.01
-0.03 0.00 -0.01
0.00 0.05 -0.03
0.02 -0.01 0.00
0.00 -0.01 0.00
-0.01 0.00 0.00
0.00 0.01 0.00
0.08 -0.01 -0.06
-0.12 0.05 0.21
-0.01 0.01 -0.02
-0.01 0.00 0.01
0.01 0.00 0.01
0.05 0.01 -0.12
0.14 0.08 0.09
0.22 0.30 -0.31
0.02 -0.07 -0.07
-0.01 -0.02 -0.07

Its HOMO-LUMO gap (alpha / beta) is 0.2272 / 0.2273 Eh. For the LUMO energy (alpha / beta), the calculation gives -1.19 / -1.19 eV. The molar mass is 370.24 g/mol. Its net charge is 0. The value obtained for the energy is -41849.202 eV.

# C4H8N2OP

An isolated ion of composition C4H8N2OP and charge +1 (ωB97M-V/def2-TZVPD, the OMol25 dataset).

Last column: Löwdin charge in e.
Atoms and positions in Å:
1 C -1.0259 -1.7674 -0.1675  -0.048
2 N -0.0962 -0.8048 0.3263  -0.128
3 C -0.6913 0.2780 1.1829  -0.027
4 C -0.2176 1.4742 0.8437  -0.169
5 N 0.5869 1.4211 -0.2556  -0.268
6 P 1.8016 2.7070 -0.3966  0.947
7 O 2.7880 2.1941 -1.3199  -0.428
8 C 0.5315 0.0005 -0.7605  -0.057
9 H -1.7355 -1.3798 -0.9535  0.130
10 H -0.5330 -2.6052 -0.7455  0.133
11 H -1.6711 -2.2617 0.6105  0.131
12 H 0.6003 -1.3258 1.0130  0.255
13 H -1.1082 0.1037 2.1485  0.124
14 H -0.5474 2.4785 1.1330  0.139
15 H -0.1178 -0.1223 -1.6587  0.161
16 H 1.4357 -0.3902 -0.9999  0.105

Atomic forces in eV per Å
-2.67 -3.18 -2.04
1.51 0.79 3.44
-0.02 0.61 0.76
-1.23 -0.02 -0.93
1.00 -0.79 -0.93
-1.10 -0.61 0.19
0.87 -0.26 -0.73
-1.83 2.02 -0.33
0.77 0.33 1.14
0.03 0.93 0.93
0.95 0.79 -0.43
-1.18 1.17 -2.07
-0.64 -0.80 0.10
0.31 -0.64 0.75
0.26 0.51 0.76
2.97 -0.87 -0.63

Its SMILES is C[N@@H+]1C=CN(P=O)C1. Its HOMO-LUMO gap is 0.3517 Eh. For the LUMO energy, the calculation gives -4.02 eV. The molar mass is 131.09 g/mol. Its net charge is +1. The value obtained for the energy is -18586.187 eV.

# C4H14NOS

A 2-piece molecular cluster, C4H14NOS overall (ωB97M-V/def2-TZVPD, the OMol25 dataset).

Last column: Löwdin charge in e.
Atoms and positions in Å:
1 C 0.9694 -0.5452 1.4776  -0.095
2 C -0.4660 -0.9826 1.7976  -0.159
3 C -1.7750 -0.3390 1.0583  -0.354
4 S -1.9815 -0.7532 -0.7119  1.165
5 C -1.8291 0.9417 -1.4489  -0.263
6 N 1.2110 -0.4592 -0.0186  0.174
7 H 1.1172 0.4434 1.8869  0.139
8 H 1.6362 -1.3364 1.8836  0.165
9 H -0.6804 -0.7381 2.8450  0.139
10 H -0.5539 -2.0678 1.6864  0.120
11 H -1.7204 0.7408 1.2458  0.102
12 H -2.6080 -0.7871 1.5732  0.096
13 H -1.3373 1.6084 -0.6991  0.074
14 H -2.8691 1.2738 -1.6635  0.095
15 H -1.3229 0.9926 -2.4200  0.072
16 H 1.3576 -1.4213 -0.3806  0.189
17 H 0.5710 -0.1586 -0.7654  0.110
18 H 2.0259 0.1031 -0.2703  0.127
19 H 2.0907 1.4037 -2.6964  0.065
20 H 3.5183 1.0112 -2.4048  0.087
21 O 2.6462 1.0697 -1.9748  -0.049

Atomic forces in eV per Å
-1.69 0.11 -0.38
-1.27 -0.57 -0.64
2.11 0.05 0.27
0.16 1.59 0.36
-0.15 0.14 0.61
0.70 -1.69 -1.07
0.57 0.11 0.09
-0.11 0.93 -0.31
0.20 -0.18 -0.14
0.00 0.09 0.15
-0.45 -0.20 -0.49
-0.50 -0.20 0.13
-0.57 -0.49 -0.66
0.36 -0.14 0.36
0.03 -0.58 0.18
0.65 0.38 0.38
-0.69 0.69 1.11
0.73 0.07 -0.10
0.15 0.07 0.23
-0.17 -0.03 0.41
-0.08 -0.14 -0.49

Its HOMO-LUMO gap (alpha / beta) is 0.4361 / 0.2500 Eh. The expectation value of S² is 0.753. For the LUMO energy (alpha / beta), the calculation gives -7.19 / -12.25 eV. The molar mass is 124.23 g/mol. Its net charge is +2. The value obtained for the energy is -18728.821 eV. As for the multiplicity: 2.

# C13H19NO3

One molecule with the formula C13H19NO3 (ωB97M-V/def2-TZVPD, the OMol25 dataset).

Last column: Löwdin charge in e.
Atoms and positions in Å:
1 C 1.0542 -0.0651 3.6129  -0.023
2 C 1.8234 0.0697 2.4948  -0.160
3 C 1.7489 -0.8458 1.2913  -0.137
4 N 1.5328 -0.0503 0.0967  0.033
5 C 2.4976 0.0292 -0.8707  -0.497
6 O 3.5939 -0.2854 -0.6311  0.107
7 C 2.0641 0.3413 -2.3083  -0.057
8 C 0.5798 0.1661 -2.0598  -0.106
9 C 0.2604 0.3956 -0.5249  -0.292
10 C 0.0632 1.8872 -0.2786  -0.102
11 C -1.0072 1.9288 0.7550  -0.182
12 C -1.4657 0.4985 1.1318  -0.049
13 C -1.0536 -0.2693 -0.1695  -0.328
14 O -1.1929 -1.7550 -0.1139  -0.044
15 C -2.3769 -2.1378 -0.7280  -0.211
16 C -2.5669 -1.0751 -1.8026  -0.143
17 O -2.1683 0.0804 -1.0469  -0.067
18 H 0.2433 -0.8132 3.7448  0.067
19 H 1.4131 0.5219 4.5201  0.071
20 H 2.7449 0.7085 2.6585  0.119
21 H 0.8750 -1.5465 1.4175  0.131
22 H 2.6466 -1.5185 1.2451  0.144
23 H 2.4863 -0.3549 -3.0951  0.146
24 H 2.3922 1.3369 -2.5190  0.108
25 H 0.0174 0.7739 -2.7299  0.109
26 H 0.4895 -0.8846 -2.3362  0.122
27 H -0.3129 2.4343 -1.1909  0.140
28 H 0.9746 2.4288 0.0475  0.138
29 H -1.8825 2.3351 0.3005  0.099
30 H -0.8116 2.5318 1.5988  0.099
31 H -2.5582 0.4295 1.3188  0.132
32 H -0.8602 0.3141 2.0726  0.098
33 H -3.2626 -2.1266 0.0217  0.146
34 H -2.4496 -3.1503 -1.1077  0.118
35 H -3.6327 -1.0019 -2.1344  0.138
36 H -1.8993 -1.3315 -2.6806  0.131

Atomic forces in eV per Å
1.59 0.47 -0.07
0.51 -0.71 2.54
-1.16 -0.23 0.84
-1.29 -0.17 -1.76
-1.05 -0.75 -1.09
5.00 -0.97 1.12
-0.54 -0.34 1.36
0.17 -0.65 -0.37
1.75 -0.51 -3.20
0.08 0.92 -0.76
-2.37 -0.22 0.18
1.24 0.08 0.92
-3.41 -1.21 1.89
2.17 1.29 0.42
-2.72 0.53 0.68
0.06 -0.64 0.15
1.02 0.19 -1.12
0.56 0.73 -0.26
-0.97 -0.80 -1.19
-1.24 -0.54 -0.81
0.67 0.69 -0.10
-0.61 1.06 -0.42
-0.31 0.72 1.34
0.07 0.78 -0.30
-0.94 0.34 -0.22
-0.93 -0.14 0.33
0.52 -0.78 0.72
-0.30 -0.73 -0.26
-0.64 0.79 -0.34
0.44 0.53 1.05
0.84 -0.06 -0.06
-0.85 -0.81 -1.27
1.22 0.41 -0.92
1.05 -0.28 -0.13
0.99 0.34 0.30
-0.60 0.67 0.80

Its SMILES is C=CCN1C(=O)CC[C@]12CCCC21OCCO1. Its HOMO-LUMO gap is 0.3625 Eh. For the LUMO energy, the calculation gives 0.82 eV. The molar mass is 237.30 g/mol. Its net charge is 0. The value obtained for the energy is -21419.119 eV.

# C4H2F2OS

One molecule with the formula C4H2F2OS (ωB97M-V/def2-TZVPD, the OMol25 dataset).

Last column: Löwdin charge in e.
Atoms and positions in Å:
1 O -2.1561 0.1415 1.0591  0.045
2 C -1.4555 -0.3077 0.1816  -0.214
3 C -0.0008 0.0042 0.0009  -0.183
4 C 0.7522 1.0039 0.7678  -0.611
5 S 0.1711 2.1383 1.7550  0.750
6 C 0.6612 -0.7099 -0.9284  -0.315
7 F 0.1200 -1.6417 -1.6836  0.168
8 F 1.9309 -0.5769 -1.2117  0.180
9 H -1.8586 -1.0162 -0.5575  0.125
10 H 1.8355 0.9644 0.6168  0.055

Atomic forces in eV per Å
0.58 -0.31 -0.63
-0.22 0.33 0.57
-0.03 -0.06 -0.02
0.13 0.14 0.03
0.01 -0.17 -0.14
-0.26 0.00 0.10
0.24 0.27 0.18
-0.16 -0.08 -0.03
-0.06 -0.03 -0.05
-0.21 -0.09 -0.02

Its SMILES is O=CC(C=S)=C(F)F. Its HOMO-LUMO gap is 0.2887 Eh. For the LUMO energy, the calculation gives -0.88 eV. The molar mass is 136.12 g/mol. Its net charge is 0. The value obtained for the energy is -22496.212 eV.